Record 1
85
Properties=species:S:1:pos:R:3:forces:R:3:lowdin_spin:R:1 method="wB97M-V/def2-TZVPD" spin_multiplicity=2 orbital_gap_ev="5.3 / 4.5" e_homo_ev="-3.2 / -3.2" s2=0.76 max_force_ev_per_a=1.0 e_above_lowest_kcal_mol=0.0 total_charge=-1
Ir 0.671 -0.386 -0.150 0.849 -0.279 -0.388 0.050
C 3.510 0.155 1.030 0.045 -0.032 0.055 0.011
N 2.816 0.285 -0.268 -0.229 -0.042 -0.065 0.004
C 3.381 -0.689 -1.242 -0.052 -0.075 -0.036 0.000
C 2.458 -0.816 -2.435 0.073 0.031 -0.052 0.001
N 1.155 -1.416 -2.040 -0.121 0.053 0.234 0.001
C 0.145 -1.110 -3.091 0.008 -0.014 0.021 0.000
C 1.297 -2.871 -1.861 0.087 -0.009 0.104 0.001
C 1.345 -3.701 -2.976 0.040 -0.007 0.031 0.000
C 1.496 -5.070 -2.840 -0.006 0.011 -0.035 0.000
C 1.601 -5.620 -1.568 -0.009 -0.004 0.017 0.000
C 1.566 -4.800 -0.458 0.004 -0.037 -0.023 0.000
C 1.422 -3.414 -0.579 -0.002 0.149 -0.048 0.002
S 1.419 -2.420 0.859 -0.152 0.121 -0.108 0.011
C 2.970 1.652 -0.787 -0.057 -0.023 0.021 0.001
C 4.236 2.231 -0.858 -0.042 -0.030 0.022 0.000
C 4.405 3.505 -1.368 -0.011 0.020 -0.010 0.001
C 3.288 4.202 -1.827 0.039 0.019 -0.014 0.000
C 2.039 3.625 -1.772 0.012 -0.035 0.018 0.000
C 1.845 2.333 -1.246 -0.038 0.002 -0.061 0.001
S 0.239 1.659 -1.270 -0.103 -0.165 -0.028 0.004
H 4.592 0.252 0.909 0.011 0.017 -0.009 0.000
H 3.289 -0.822 1.452 -0.006 0.034 -0.028 0.000
H 3.152 0.938 1.696 -0.021 -0.011 0.006 0.009
H 3.472 -1.648 -0.730 0.008 0.017 0.000 0.000
H 4.376 -0.365 -1.566 -0.004 0.020 0.006 0.000
H 2.929 -1.429 -3.211 -0.029 0.008 -0.005 0.000
H 2.243 0.168 -2.857 0.004 0.004 0.025 0.000
H 0.530 -1.358 -4.083 -0.001 -0.012 -0.002 0.000
H -0.118 -0.054 -3.064 0.002 -0.067 -0.023 0.000
H -0.746 -1.696 -2.886 -0.014 0.020 -0.008 0.000
H 1.261 -3.279 -3.968 -0.021 0.017 -0.018 0.000
H 1.515 -5.701 -3.719 0.001 -0.002 0.002 0.000
H 1.698 -6.692 -1.444 0.008 -0.001 0.002 0.000
H 1.631 -5.220 0.538 0.016 -0.005 0.006 0.000
H 5.103 1.682 -0.514 0.007 -0.002 0.003 0.000
H 5.392 3.947 -1.412 -0.001 -0.001 0.001 0.000
H 3.401 5.199 -2.236 -0.001 0.000 0.002 0.000
H 1.170 4.156 -2.144 0.007 -0.001 -0.015 0.000
O -3.465 1.165 -0.459 -0.092 -0.048 0.146 0.002
C -4.460 0.303 -0.946 0.092 0.035 -0.014 0.001
C -3.963 -0.887 -1.787 -0.083 0.023 0.070 0.002
C -5.218 -1.770 -1.972 -0.083 0.041 0.002 0.000
O -5.024 -2.892 -2.826 0.005 0.003 0.001 0.000
C -3.545 -0.454 -3.208 0.086 0.033 -0.066 0.000
Se -2.630 1.273 -3.457 0.075 0.043 -0.137 0.000
C -2.944 -1.799 -1.079 0.008 0.038 -0.001 0.021
Se -1.567 -1.372 0.284 -0.279 0.085 0.055 0.151
H -3.015 1.503 -1.267 0.088 0.034 -0.052 0.000
H -5.164 0.859 -1.583 -0.062 -0.012 0.037 0.000
H -5.018 -0.071 -0.078 0.043 -0.016 0.018 0.000
H -6.028 -1.138 -2.362 0.007 -0.007 0.008 0.000
H -5.543 -2.181 -1.014 0.004 0.011 0.003 0.000
H -4.636 -2.552 -3.640 0.009 -0.014 0.003 0.000
H -4.450 -0.397 -3.822 0.004 -0.002 0.015 0.000
H -2.912 -1.231 -3.647 -0.021 -0.025 0.010 0.000
H -2.486 -2.466 -1.808 0.057 0.033 -0.005 0.005
H -3.519 -2.447 -0.410 0.051 -0.072 -0.037 0.001
C -2.531 -0.059 4.079 -0.011 -0.019 0.009 0.009
Si -0.700 -0.331 3.803 -0.037 -0.028 -0.054 0.053
C 0.299 0.408 5.221 -0.001 -0.009 -0.022 0.015
C -0.370 -2.164 3.754 0.041 -0.034 -0.042 0.000
As -0.072 0.748 1.798 -0.052 0.099 0.407 0.531
Si -0.067 3.058 2.280 -0.109 0.088 -0.109 0.070
C 1.574 3.523 3.078 0.005 -0.056 -0.007 0.028
C -0.363 4.170 0.815 -0.013 0.031 -0.022 0.001
C -1.458 3.367 3.504 0.022 -0.036 0.007 0.003
H -2.843 -0.562 5.000 -0.009 -0.002 0.001 0.001
H -3.086 -0.485 3.241 0.022 -0.013 -0.008 -0.001
H -2.800 0.993 4.154 0.006 0.024 0.010 0.000
H 0.072 -0.137 6.142 -0.011 0.004 0.015 0.002
H 0.084 1.462 5.392 0.000 0.036 0.003 0.000
H 1.371 0.311 5.031 -0.001 -0.028 -0.010 0.002
H -0.829 -2.627 4.634 -0.001 0.026 0.025 0.000
H 0.696 -2.395 3.756 0.008 0.014 0.015 0.000
H -0.795 -2.613 2.857 -0.022 -0.011 0.008 0.000
H 2.348 3.639 2.316 -0.001 -0.026 -0.014 0.000
H 1.917 2.783 3.804 -0.034 -0.009 0.016 0.002
H 1.463 4.479 3.598 0.022 0.028 -0.021 0.004
H 0.514 4.221 0.170 -0.037 0.019 0.057 0.000
H -0.581 5.178 1.184 0.007 0.014 0.036 0.000
H -1.201 3.826 0.209 -0.017 0.000 0.044 0.000
H -1.350 2.812 4.434 0.005 -0.007 0.046 0.000
H -2.421 3.105 3.062 0.006 0.013 -0.041 0.001
H -1.475 4.433 3.748 0.002 0.010 -0.007 0.000

---

Record 2
49
Properties=species:S:1:pos:R:3:forces:R:3:nbo_charge:R:1 method="wB97M-V/def2-TZVPD" orbital_gap_ev=6.6 e_homo_ev=-7.6 max_force_ev_per_a=1.3 e_above_lowest_kcal_mol=23.3 total_charge=0
Pt -0.193 -0.211 -0.319 -0.841 -0.485 -0.931 0.851
N -1.123 1.397 -3.170 0.120 -0.061 -0.132 -0.765
C -0.395 0.342 -3.515 -0.117 0.325 0.078 0.619
N -0.155 0.068 -4.797 0.023 -0.086 -0.029 -0.571
C 0.630 -0.984 -5.013 0.017 -0.003 0.000 0.600
N 0.922 -1.290 -6.285 0.007 0.009 -0.026 -0.762
N 1.169 -1.789 -4.065 -0.191 -0.002 0.041 -0.559
C 0.831 -1.453 -2.839 -0.156 -0.086 -0.051 0.455
N 0.073 -0.415 -2.496 0.856 0.405 0.336 -0.613
C 1.292 -2.295 -1.707 0.121 0.210 -0.017 0.145
C 1.958 -3.489 -1.901 0.090 0.086 0.073 -0.195
C 2.371 -4.208 -0.790 -0.004 0.024 -0.014 -0.151
C 2.123 -3.694 0.471 0.029 0.022 0.006 -0.228
C 1.451 -2.490 0.593 0.006 -0.017 -0.128 0.076
N 1.023 -1.811 -0.478 -0.209 -0.330 0.216 -0.401
H -1.462 2.012 -3.887 0.012 -0.009 -0.021 0.411
H -1.232 1.614 -2.175 -0.030 -0.017 0.089 0.456
H 0.551 -0.724 -7.025 0.016 0.010 0.002 0.412
H 1.538 -2.058 -6.479 -0.018 -0.014 -0.002 0.410
H 2.149 -3.817 -2.911 -0.027 -0.014 -0.016 0.252
H 2.890 -5.150 -0.910 -0.009 -0.011 0.008 0.229
H 2.432 -4.217 1.365 0.027 0.009 -0.001 0.236
H 1.232 -2.044 1.551 -0.062 -0.043 0.018 0.238
F -0.823 0.047 6.898 0.000 0.007 0.002 -0.289
C -0.972 -0.221 5.599 -0.040 -0.034 -0.069 0.249
C -0.073 0.272 4.672 -0.062 -0.025 0.021 0.269
F 0.955 1.021 5.079 0.004 0.004 0.005 -0.290
C -0.229 -0.016 3.326 0.045 -0.018 0.008 0.305
F 0.706 0.479 2.500 -0.012 -0.013 -0.001 -0.305
C -1.275 -0.798 2.845 -0.055 0.023 -0.037 -0.280
S -1.572 -1.242 1.163 0.302 0.082 0.850 -0.158
C -2.163 -1.275 3.811 -0.007 0.018 0.038 0.300
F -3.199 -2.034 3.434 0.005 -0.006 -0.020 -0.298
C -2.026 -1.004 5.158 0.089 0.065 -0.023 0.307
F -2.903 -1.494 6.037 -0.009 0.003 0.016 -0.297
C -4.133 1.027 -0.129 -0.029 0.026 0.017 -1.153
Si -2.681 2.201 -0.001 -0.084 -0.307 0.316 1.918
C -2.669 2.989 1.697 -0.009 -0.004 -0.021 -1.144
C -2.919 3.568 -1.272 0.165 0.004 -0.033 -1.144
O -1.263 1.454 -0.293 0.113 0.243 -0.597 -1.229
H -5.083 1.559 -0.038 -0.013 0.017 -0.020 0.229
H -4.087 0.275 0.660 -0.002 -0.007 0.013 0.248
H -4.132 0.496 -1.084 0.007 0.017 -0.029 0.230
H -3.575 3.578 1.862 -0.014 -0.001 0.025 0.230
H -1.810 3.652 1.816 0.019 0.007 -0.006 0.236
H -2.615 2.228 2.478 0.007 -0.023 -0.002 0.234
H -3.813 4.150 -1.041 -0.016 0.004 0.023 0.238
H -3.038 3.187 -2.289 -0.062 -0.034 0.010 0.215
H -2.066 4.251 -1.273 -0.004 0.033 0.015 0.234

---

Record 3
60
Properties=species:S:1:pos:R:3:forces:R:3:nbo_charge:R:1 method="wB97M-V/def2-TZVPD" orbital_gap_ev=6.0 e_homo_ev=-4.1 max_force_ev_per_a=0.8 e_above_lowest_kcal_mol=0.0 total_charge=-1
Lu -0.157 0.830 1.429 -0.678 0.346 0.244 1.796
C -2.351 -0.312 -5.373 -0.116 -0.032 -0.125 -0.618
C -1.662 -0.361 -4.038 0.090 0.007 0.094 -0.078
C -0.289 -0.545 -3.927 0.036 0.023 -0.034 -0.201
C 0.324 -0.582 -2.694 -0.004 -0.003 -0.121 -0.253
C -0.380 -0.455 -1.480 0.098 -0.089 0.238 0.178
N 0.305 -0.560 -0.269 0.034 -0.061 0.153 -0.831
C 1.439 -1.386 -0.183 -0.185 0.337 -0.054 0.288
C 1.450 -2.609 -0.876 0.042 -0.128 -0.052 -0.264
C 2.493 -3.509 -0.813 -0.026 -0.039 -0.029 -0.204
C 3.612 -3.260 -0.028 -0.120 0.062 -0.017 -0.068
C 4.749 -4.238 0.064 0.152 -0.111 -0.057 -0.620
C 3.606 -2.076 0.691 0.062 0.088 0.105 -0.195
C 2.576 -1.136 0.644 0.049 -0.152 -0.041 -0.117
C 2.660 0.078 1.591 -0.148 -0.039 0.047 0.111
O 1.885 1.122 1.196 0.714 -0.130 0.268 -0.881
C 4.091 0.650 1.796 -0.011 -0.063 -0.238 0.965
F 4.926 -0.139 2.517 0.030 -0.003 -0.014 -0.341
F 4.681 0.868 0.613 0.033 -0.007 0.016 -0.320
F 4.044 1.816 2.443 -0.002 0.054 0.079 -0.313
C 2.103 -0.400 2.989 -0.020 0.387 0.143 0.947
F 1.763 0.649 3.763 0.207 -0.093 -0.071 -0.292
F 0.915 -1.041 2.716 0.123 -0.009 0.071 -0.314
F 2.828 -1.211 3.749 0.068 -0.265 -0.287 -0.307
C -1.771 -0.168 -1.590 0.052 -0.097 -0.048 -0.021
C -2.358 -0.168 -2.856 -0.121 0.051 0.017 -0.205
C -2.608 0.184 -0.341 0.152 -0.232 0.021 0.105
O -1.968 1.075 0.454 -0.296 0.083 -0.185 -0.922
C -3.975 0.847 -0.680 0.100 0.041 -0.145 0.975
F -4.558 1.371 0.407 -0.019 0.003 0.082 -0.322
F -3.820 1.879 -1.533 0.003 -0.012 -0.008 -0.334
F -4.873 0.000 -1.228 -0.033 0.013 -0.020 -0.336
C -2.926 -1.127 0.477 -0.093 0.177 -0.149 0.959
F -3.989 -0.996 1.288 0.022 -0.037 -0.021 -0.323
F -3.175 -2.181 -0.322 0.000 0.002 0.043 -0.328
F -1.888 -1.454 1.262 0.017 -0.106 -0.063 -0.291
H -1.959 -1.068 -6.057 0.022 -0.002 0.030 0.204
H -2.234 0.657 -5.867 0.044 0.010 0.054 0.205
H -3.424 -0.490 -5.270 0.018 -0.002 0.030 0.207
H 0.320 -0.653 -4.820 -0.017 -0.003 0.006 0.195
H 1.396 -0.721 -2.651 0.000 0.001 0.053 0.216
H 0.588 -2.857 -1.481 -0.024 0.037 0.015 0.217
H 2.425 -4.436 -1.375 -0.002 0.012 0.002 0.196
H 4.645 -5.024 -0.686 -0.025 0.016 0.008 0.205
H 4.802 -4.728 1.040 -0.055 0.054 0.023 0.208
H 5.716 -3.758 -0.106 -0.033 0.045 0.019 0.209
H 4.451 -1.871 1.335 0.015 -0.065 -0.027 0.211
H -3.423 -0.001 -2.941 0.012 -0.014 -0.007 0.204
S -0.077 3.537 -0.441 -0.095 0.065 0.122 -0.082
C -0.879 3.719 0.996 0.197 -0.216 0.137 0.220
N -2.194 4.127 1.038 -0.046 0.078 -0.183 -0.525
C -2.898 4.286 2.172 0.003 -0.015 0.070 0.131
C -2.302 4.068 3.373 -0.086 0.042 -0.182 -0.360
C -0.993 3.557 3.311 0.267 0.025 0.062 0.204
N -0.313 3.373 2.201 -0.302 0.006 -0.249 -0.542
H -2.645 4.202 0.139 -0.018 -0.001 -0.056 0.441
H -3.932 4.575 2.042 -0.008 -0.009 0.063 0.219
H -2.835 4.161 4.304 0.005 0.018 0.002 0.239
H -0.467 3.288 4.219 -0.115 -0.124 0.023 0.224
Cl -1.465 0.602 3.663 0.031 0.071 0.142 -0.670

---

In eV, the total energy values for the records above are, in order, -267621.64876, -64443.76658, -123310.56338.